1.
ORCA calculation (ωB97M-V/def2-TZVPD) on an isolated molecule of C16H21N3O3.

XYZ file:
```
43
Properties=species:S:1:pos:R:3:forces:R:3
C -5.10885 -1.59319 0.19895 0.29 0.03 0.14
H -5.71010 -1.74704 1.09048 -0.13 -0.02 0.08
H -4.77919 -2.56125 -0.16961 -0.01 -0.09 -0.04
H -5.73108 -1.12348 -0.56059 -0.11 0.05 -0.09
C -3.90898 -0.71010 0.52578 -0.18 -0.07 0.16
N -3.08138 -0.54702 -0.65734 -0.36 -0.09 -0.11
C -1.75451 -0.73960 -0.64214 -0.10 0.10 -0.56
O -1.14604 -1.21172 0.29533 0.29 -0.11 0.29
C -1.02600 -0.32201 -1.92872 0.03 0.06 0.16
N 0.01745 0.60488 -1.56326 -0.18 -0.33 -0.07
C -0.16182 1.63520 -0.69220 0.34 0.31 -0.13
O -1.21459 1.99561 -0.22642 -0.14 0.07 0.16
C 1.22008 2.23107 -0.44970 0.03 0.47 0.36
N 2.04350 1.44342 -1.33179 0.18 0.26 -0.07
C 1.36584 0.43161 -1.92204 0.07 0.20 -0.29
O 1.77670 -0.42356 -2.65785 0.07 -0.37 -0.17
H 3.04786 1.43263 -1.27417 -0.05 -0.18 -0.05
C 1.60761 2.16659 1.03405 -0.19 -0.20 -0.12
H 2.60290 2.59965 1.15267 -0.03 0.08 0.02
H 0.89607 2.79157 1.57694 0.07 0.08 -0.01
C 1.57394 0.74910 1.61750 0.06 0.18 0.02
C 2.59445 -0.17700 1.01059 -0.03 -0.17 0.14
C 2.19507 -1.36500 0.41181 0.02 -0.01 0.15
C 3.12723 -2.21083 -0.16288 0.12 -0.05 -0.01
C 4.47117 -1.88190 -0.14404 0.03 -0.14 -0.08
C 4.88131 -0.70970 0.46809 0.11 0.09 0.00
C 3.94937 0.13430 1.04516 0.00 0.01 0.04
H 4.28198 1.04130 1.53244 0.04 0.09 0.05
H 5.93069 -0.45208 0.49810 0.08 0.01 0.01
H 5.19857 -2.53734 -0.59953 0.06 -0.06 -0.04
H 2.80135 -3.12611 -0.63317 -0.04 -0.08 -0.06
H 1.14648 -1.62316 0.39662 -0.14 0.01 -0.02
H 1.76199 0.82866 2.69230 -0.09 -0.03 -0.01
H 0.57777 0.32229 1.48666 -0.03 -0.02 0.08
H 1.21970 3.28342 -0.76678 -0.15 -0.16 0.05
H -0.53128 -1.18668 -2.38091 -0.14 0.09 0.05
H -1.70641 0.13719 -2.65207 0.05 -0.08 0.04
H -3.50057 -0.04112 -1.42194 0.20 0.01 -0.02
C -4.33625 0.66226 1.04058 0.25 -0.21 0.03
H -5.01885 1.13629 0.33746 -0.10 0.08 -0.08
H -4.83752 0.56630 1.99946 -0.12 0.02 0.10
H -3.46301 1.29916 1.15882 0.04 0.08 0.03
H -3.27263 -1.20262 1.26735 -0.10 0.08 -0.13
```
Positions in Å, forces in eV/Å.

Summary:
- Strongest force on any atom: 0.6 eV Å⁻¹
- Relative energy (zero: lowest compared OMol25 entry of this formula, charge and spin): 0.0 kJ/mol
- Total energy: -27548.1645 eV
- Net charge: 0

***

2.
ORCA calculation (ωB97M-V/def2-TZVPD) on a structure of composition C6H6N.

XYZ file:
```
13
Properties=species:S:1:pos:R:3:forces:R:3
C -2.76919 -0.40260 0.19448 -1.49 -2.63 -1.02
C -0.40410 -1.11918 -1.00903 0.49 -2.15 -2.83
C -1.94694 0.52173 0.72250 -1.01 0.40 -1.42
C -1.62405 -0.47433 -0.66050 -0.53 0.41 -0.16
C 0.43060 -0.12588 -0.71058 -4.68 -0.64 1.02
C 1.71517 0.13541 -0.28762 2.24 2.84 2.63
N -1.19590 0.83345 -0.43428 2.92 -0.09 -0.93
H -3.64346 -1.09627 0.31413 1.18 1.11 0.50
H -0.21834 -2.06251 -1.61298 -0.27 1.05 1.41
H -1.72345 0.94354 1.61288 0.54 0.84 3.13
H 1.98528 -0.38638 0.72385 -0.55 0.82 -1.88
H 2.42223 -0.10571 -1.06350 0.56 -0.15 -0.21
H 1.72112 1.28463 -0.10339 0.60 -1.83 -0.25
```
Positions in Å, forces in eV/Å.

Summary:
- Strongest force on any atom: 4.8 eV Å⁻¹
- Relative energy (zero: lowest compared OMol25 entry of this formula, charge and spin): 425.7 kJ/mol
- Total energy: -7795.3305 eV
- Net charge: +1

***

3.
ORCA calculation (ωB97M-V/def2-TZVPD) on an isolated molecule of C18H30N2O4.

XYZ file:
```
54
Properties=species:S:1:pos:R:3:forces:R:3
C -1.48696 -1.82158 -2.47971 4.95 0.40 -7.98
H -0.87093 -0.86802 -2.63679 -0.35 -0.95 0.23
O -1.96456 -1.91471 -1.32631 -6.79 -0.59 3.80
C -1.29170 -1.89640 -0.21226 -0.45 -0.29 -0.94
C 0.05901 -1.91208 -0.37926 1.21 1.22 9.04
C 0.74083 -1.70863 0.98049 0.78 -0.96 -2.05
C 0.07063 -1.77885 2.32434 -2.07 -1.13 -14.86
C -1.23815 -1.74178 2.09472 -3.24 0.02 4.69
C -2.04306 -1.82796 0.97160 4.75 -0.51 1.24
O -3.30794 -1.96465 1.27059 -4.13 1.48 -1.92
C -4.29728 -1.27474 0.29563 2.33 -7.06 -3.34
H -4.40738 -2.08170 -0.65962 0.97 2.28 2.09
H -5.19191 -1.60837 0.65962 -2.64 0.85 1.74
C -3.88413 0.00033 -0.25237 -3.77 -1.04 -5.35
O -4.25100 0.22424 -1.53615 2.25 0.13 6.20
N -3.31200 0.65931 0.70894 1.49 2.96 -1.50
H -3.01131 0.14396 1.54698 -0.34 0.57 -0.61
C -2.67831 1.93846 0.37191 0.43 2.14 -3.14
C -1.54243 1.94399 -0.92755 -8.05 -7.61 0.52
H -1.21173 2.83958 -0.97372 2.36 5.90 -0.62
H -2.21654 1.47549 -1.83719 2.22 1.47 2.03
H -0.98973 1.21584 -0.44025 2.29 -1.39 -0.20
C -3.74890 3.10010 -0.02784 1.02 -6.86 -5.70
H -3.37580 4.00650 -0.14100 2.44 3.96 -0.58
H -4.28345 2.79045 -1.19568 1.42 0.77 3.99
H -4.36179 3.12179 0.72894 -4.21 0.09 3.72
C -1.90237 2.25967 1.55327 -0.96 6.92 2.13
H -2.57320 2.70202 2.35320 0.17 -1.88 0.08
H -1.52292 3.37417 1.50151 0.34 -1.97 -0.90
H -1.10533 1.68849 1.89755 1.09 -1.44 0.52
H -1.71833 -1.66024 3.11682 -0.71 -0.13 -1.37
H 0.69940 -1.59906 2.94440 6.39 1.94 8.78
C 2.31850 -1.42433 0.83039 -2.48 -3.67 1.45
N 2.56374 -0.59543 -0.22993 0.49 7.29 -1.38
H 2.04114 0.31557 0.02364 0.26 -1.59 -0.94
C 4.02370 0.10566 -0.37872 -3.00 -10.48 -6.08
C 4.04789 0.71305 -1.89699 3.89 9.81 14.69
H 5.01845 1.11505 -1.64419 0.84 0.12 -2.43
H 3.29694 1.57841 -1.67829 1.18 -0.84 -0.92
H 3.62077 0.18982 -2.45617 -5.07 -8.46 -9.25
C 4.95074 -1.40874 -0.40536 -5.03 4.34 -2.06
H 4.29285 -1.94177 -1.04931 -0.19 -0.52 -1.16
H 5.75683 -1.07837 -0.88980 3.81 0.36 -1.42
H 4.94254 -1.99004 0.40941 0.80 -1.29 3.59
C 4.41632 0.83669 0.67578 11.44 -7.91 2.15
O 3.88850 1.85211 0.97532 -6.48 10.32 5.86
H 3.87573 2.38667 0.26291 -0.56 3.68 -3.44
H 5.69689 0.90737 0.58604 -2.14 0.28 -0.46
H 4.52288 0.29676 1.57522 -0.33 -1.86 1.06
H 2.57322 -1.15245 1.84987 1.00 0.14 0.21
H 2.74594 -2.36934 0.44040 0.03 -0.16 1.41
H 0.57721 -1.67414 -1.22209 1.23 0.18 -2.14
H -2.18002 -1.77513 -3.36807 -0.11 -0.28 1.49
H -0.77148 -2.71300 -2.70490 -0.76 1.23 0.04
```
Positions in Å, forces in eV/Å.

Summary:
- Strongest force on any atom: 18.1 eV Å⁻¹
- Relative energy (zero: lowest compared OMol25 entry of this formula, charge and spin): 1676.2 kJ/mol
- Total energy: -30306.0865 eV
- Net charge: 0

***

no.,E_HOMO (eV)
1,-8.8
2,-14.3
3,-7.8